Computed, not measured: 3 unconnected molecules or ions with the total composition C27H43BClN5O5PS, with wB97M-V/def2-TZVPD.

```
84
C27H43BClN5O5PS wB97M-V/def2-TZVPD
C 1.5899 -5.3908 0.1616
C 2.5623 -4.8435 -0.9023
C 1.9402 -3.7542 -1.7948
C 2.3882 -2.3912 -1.3083
N 1.8190 -1.2843 -2.0877
C 1.1497 -0.2708 -1.3712
C -0.2598 -0.1225 -1.5287
C -1.0467 -0.9253 -2.5495
O -0.5458 -1.3556 -3.5362
O -2.3643 -1.0386 -2.3699
P -2.8597 -1.9310 -0.9995
C -4.5077 -1.2078 -0.6710
C -4.8790 -1.3682 0.8134
C -3.1793 -3.5761 -1.7576
C -4.5819 -3.8459 -2.3060
C -0.9206 0.8100 -0.7302
N -2.3250 1.0328 -0.7454
C -2.7735 1.7414 -1.6440
S -3.4295 2.6380 -2.7008
C -0.1900 1.5734 0.1532
N 1.1391 1.4554 0.2592
B 1.8028 2.3549 1.3185
O 1.6749 3.6856 1.2360
O 2.4683 1.7433 2.3174
C 2.0070 0.4587 2.8003
C 2.5388 0.2365 4.1866
C 1.8380 0.5808 -0.4742
C 3.3246 0.4746 -0.3438
C 4.0836 0.5640 -1.6518
O 4.9700 -0.1686 -1.9082
Cl 3.5612 1.7920 -2.7926
H 1.2461 -6.3814 -0.1018
H 0.7444 -4.7192 0.2681
H 2.0809 -5.4297 1.1268
H 3.3912 -4.3933 -0.3606
H 2.9950 -5.6349 -1.4990
H 0.8581 -3.8317 -1.7918
H 2.2925 -3.9181 -2.8075
H 3.4762 -2.3783 -1.3228
H 2.0969 -2.2907 -0.2603
H 2.4320 -0.9336 -2.8068
H -4.5041 -0.1627 -0.9578
H -5.2706 -1.6734 -1.2798
H -4.0566 -1.7467 1.4078
H -5.1945 -0.4251 1.2383
H -5.6886 -2.0790 0.9026
H -2.4672 -3.7390 -2.5600
H -2.9722 -4.2913 -0.9679
H -4.6577 -4.8928 -2.5762
H -4.8074 -3.2402 -3.1742
H -5.3399 -3.6794 -1.5501
H -0.6911 2.2818 0.7897
H 2.5293 4.1172 1.0891
H 0.9230 0.3904 2.7800
H 2.3822 -0.3213 2.1371
H 2.5004 1.1578 4.7535
H 1.9517 -0.5162 4.6990
H 3.5593 -0.1240 4.1683
H 3.7636 1.2052 0.3319
H 3.5715 -0.5012 0.0488
C 3.0423 5.8695 -4.2393
C 3.1673 7.1698 -3.4547
C 4.2531 7.1058 -2.3736
C 3.9660 6.0501 -1.4033
N 3.7415 5.2135 -0.6558
H 2.7544 5.0481 -3.5797
H 2.2794 5.9563 -5.0116
H 3.9835 5.6052 -4.7241
H 2.2084 7.4057 -2.9903
H 3.4014 7.9894 -4.1342
H 4.3181 8.0530 -1.8384
H 5.2290 6.9031 -2.8164
C -3.0347 0.2465 4.1990
C -4.1539 0.0242 5.2076
C -4.2611 -1.4369 5.6584
C -4.5431 -2.3171 4.5257
N -4.7622 -2.9977 3.6318
H -3.2047 -0.3194 3.2813
H -2.9691 1.3013 3.9278
H -2.0741 -0.0597 4.6173
H -5.1030 0.3415 4.7729
H -3.9823 0.6475 6.0862
H -5.0626 -1.5495 6.3882
H -3.3334 -1.7662 6.1284
```

Values from the calculation:
* total charge: +1
* largest force on an atom: 1.3 eV/A
* E_HOMO: -11.08 eV
* energy: -79703.689 eV
* LUMO: -4.14 eV
* M: 626.98 u



Computed, not measured: a molecular structure, C27H43F9O3STa, with wB97M-V/def2-TZVPD.

```
84
C27H43F9O3STa wB97M-V/def2-TZVPD
C 3.4284 -1.7456 1.9040
C 2.9260 -0.3957 2.3887
O 1.7395 0.0172 1.7519
C 1.8621 0.3163 0.3673
C 1.3053 -0.8013 -0.5205
O 0.6358 -0.2762 -1.6434
Ta -1.3328 -0.5039 -1.7903
S -3.8513 -0.7731 -1.9819
C -1.7178 0.1705 0.3525
C -2.4375 1.5158 0.5460
C -2.6353 1.8789 2.0289
C -2.8135 3.3880 2.2833
C -1.7330 4.0133 3.1682
C -1.6206 3.3857 4.5604
C -0.2487 3.5359 5.2195
C 0.2207 4.9756 5.3260
O 1.5663 5.1156 5.7463
C 1.7971 4.7152 7.0731
C -1.2738 -2.7565 -1.3338
C -1.5654 -3.1916 0.0993
C -1.3343 -4.6293 0.5684
F -0.4266 -4.6971 1.6031
F -2.5022 -5.1434 1.0630
C -0.8218 -5.7339 -0.4029
F -0.9846 -6.9244 0.2052
F -1.5752 -5.7435 -1.5266
C 0.7052 -5.6395 -0.7795
F 1.3897 -6.5614 -0.0678
F 1.2111 -4.4303 -0.4763
C 1.0287 -5.9269 -2.2714
F 2.3607 -5.8788 -2.4378
F 0.4710 -5.0451 -3.1045
F 0.5876 -7.1615 -2.5998
C -1.2594 -0.7782 -4.0681
C -0.2353 -0.0574 -4.9072
C 0.3186 -0.6705 -6.0460
C 1.2795 -0.0410 -6.8436
C 1.7304 1.2482 -6.5370
C 2.7727 1.9340 -7.3783
C 1.1784 1.8671 -5.4101
C 0.2252 1.2358 -4.6119
H 4.3696 -1.9927 2.4013
H 2.7005 -2.5255 2.1299
H 3.6112 -1.7479 0.8296
H 3.7059 0.3687 2.2733
H 2.6806 -0.4508 3.4508
H 2.9131 0.5137 0.1347
H 1.2841 1.2213 0.1750
H 0.6525 -1.4069 0.1164
H 2.1116 -1.4629 -0.8593
H -1.6876 1.2658 -2.1991
H -4.0384 -1.8317 -1.1841
H -0.7736 0.2490 0.9064
H -2.3217 -0.6002 0.8476
H -3.4055 1.4800 0.0427
H -1.8592 2.3111 0.0668
H -1.7582 1.5130 2.5697
H -3.4972 1.3335 2.4210
H -3.7921 3.6072 2.7216
H -2.7961 3.8993 1.3165
H -1.9567 5.0789 3.2873
H -0.7689 3.9607 2.6492
H -1.8494 2.3207 4.4979
H -2.3763 3.8321 5.2169
H -0.2925 3.1027 6.2247
H 0.4944 2.9619 4.6566
H 0.1748 5.4620 4.3521
H -0.4269 5.5312 6.0193
H 2.0117 3.6454 7.1585
H 2.6586 5.2757 7.4341
H 0.9382 4.9472 7.7133
H -0.2934 -3.0714 -1.6814
H -2.0127 -3.2028 -2.0052
H -2.6270 -3.0135 0.2858
H -1.0310 -2.5829 0.8348
H -1.0132 -1.8523 -4.1214
H -2.2490 -0.6790 -4.5166
H -0.0136 -1.6687 -6.3092
H 1.6807 -0.5527 -7.7104
H 3.6491 2.1957 -6.7801
H 2.3866 2.8565 -7.8141
H 3.1109 1.2863 -8.1868
H 1.5055 2.8647 -5.1377
H -0.1704 1.7502 -3.7453
```

Values from the calculation:
* total charge: -1
* largest force on an atom: 1.7 eV/A
* E_HOMO: -4.75 eV
* energy relative to the best compared isomer or geometry (same formula, charge and spin): 0.0 kJ/mol
* energy: -71683.329 eV
* LUMO: 2.45 eV
* M: 799.63 u



Copy entry 1 word for word.
Computed, not measured: 3 unconnected molecules or ions with the total composition C27H43BClN5O5PS, with wB97M-V/def2-TZVPD.

```
84
C27H43BClN5O5PS wB97M-V/def2-TZVPD
C 1.5899 -5.3908 0.1616
C 2.5623 -4.8435 -0.9023
C 1.9402 -3.7542 -1.7948
C 2.3882 -2.3912 -1.3083
N 1.8190 -1.2843 -2.0877
C 1.1497 -0.2708 -1.3712
C -0.2598 -0.1225 -1.5287
C -1.0467 -0.9253 -2.5495
O -0.5458 -1.3556 -3.5362
O -2.3643 -1.0386 -2.3699
P -2.8597 -1.9310 -0.9995
C -4.5077 -1.2078 -0.6710
C -4.8790 -1.3682 0.8134
C -3.1793 -3.5761 -1.7576
C -4.5819 -3.8459 -2.3060
C -0.9206 0.8100 -0.7302
N -2.3250 1.0328 -0.7454
C -2.7735 1.7414 -1.6440
S -3.4295 2.6380 -2.7008
C -0.1900 1.5734 0.1532
N 1.1391 1.4554 0.2592
B 1.8028 2.3549 1.3185
O 1.6749 3.6856 1.2360
O 2.4683 1.7433 2.3174
C 2.0070 0.4587 2.8003
C 2.5388 0.2365 4.1866
C 1.8380 0.5808 -0.4742
C 3.3246 0.4746 -0.3438
C 4.0836 0.5640 -1.6518
O 4.9700 -0.1686 -1.9082
Cl 3.5612 1.7920 -2.7926
H 1.2461 -6.3814 -0.1018
H 0.7444 -4.7192 0.2681
H 2.0809 -5.4297 1.1268
H 3.3912 -4.3933 -0.3606
H 2.9950 -5.6349 -1.4990
H 0.8581 -3.8317 -1.7918
H 2.2925 -3.9181 -2.8075
H 3.4762 -2.3783 -1.3228
H 2.0969 -2.2907 -0.2603
H 2.4320 -0.9336 -2.8068
H -4.5041 -0.1627 -0.9578
H -5.2706 -1.6734 -1.2798
H -4.0566 -1.7467 1.4078
H -5.1945 -0.4251 1.2383
H -5.6886 -2.0790 0.9026
H -2.4672 -3.7390 -2.5600
H -2.9722 -4.2913 -0.9679
H -4.6577 -4.8928 -2.5762
H -4.8074 -3.2402 -3.1742
H -5.3399 -3.6794 -1.5501
H -0.6911 2.2818 0.7897
H 2.5293 4.1172 1.0891
H 0.9230 0.3904 2.7800
H 2.3822 -0.3213 2.1371
H 2.5004 1.1578 4.7535
H 1.9517 -0.5162 4.6990
H 3.5593 -0.1240 4.1683
H 3.7636 1.2052 0.3319
H 3.5715 -0.5012 0.0488
C 3.0423 5.8695 -4.2393
C 3.1673 7.1698 -3.4547
C 4.2531 7.1058 -2.3736
C 3.9660 6.0501 -1.4033
N 3.7415 5.2135 -0.6558
H 2.7544 5.0481 -3.5797
H 2.2794 5.9563 -5.0116
H 3.9835 5.6052 -4.7241
H 2.2084 7.4057 -2.9903
H 3.4014 7.9894 -4.1342
H 4.3181 8.0530 -1.8384
H 5.2290 6.9031 -2.8164
C -3.0347 0.2465 4.1990
C -4.1539 0.0242 5.2076
C -4.2611 -1.4369 5.6584
C -4.5431 -2.3171 4.5257
N -4.7622 -2.9977 3.6318
H -3.2047 -0.3194 3.2813
H -2.9691 1.3013 3.9278
H -2.0741 -0.0597 4.6173
H -5.1030 0.3415 4.7729
H -3.9823 0.6475 6.0862
H -5.0626 -1.5495 6.3882
H -3.3334 -1.7662 6.1284
```

Values from the calculation:
* total charge: +1
* largest force on an atom: 1.3 eV/A
* E_HOMO: -11.08 eV
* energy: -79703.689 eV
* LUMO: -4.14 eV
* M: 626.98 u



> The lowest E_HOMO belongs to which entry?

C27H43BClN5O5PS



> Which of these has the highest energy?

C27H43F9O3STa